Entry 1:
The following is a DFT calculation (wB97M-V/def2-TZVPD) of C7H12 in the gas phase.

Geometry as XYZ:
```
19
Properties=species:S:1:pos:R:3:forces:R:3:nbo_charge:R:1
C -1.8279 -0.0136 0.7322 0.02 0.07 0.04 -0.618
C -1.2068 -0.5215 -0.5549 -0.07 -0.06 0.03 -0.225
C -0.0512 0.0895 -1.3079 0.05 0.10 -0.17 -0.220
C 0.8069 1.2053 -0.7517 -0.01 0.01 -0.02 -0.409
C 1.3297 0.7136 0.6217 -0.01 -0.04 0.07 -0.409
C 0.9918 -0.8106 0.7254 -0.03 0.07 0.02 -0.414
C 0.1658 -1.1642 -0.5122 0.02 -0.11 0.02 -0.235
H -2.7873 0.4852 0.5622 0.15 -0.04 -0.09 0.215
H -2.0142 -0.8620 1.4037 -0.02 0.17 -0.08 0.210
H -1.1843 0.6897 1.2666 -0.10 -0.06 -0.08 0.207
H -1.9465 -0.9565 -1.2274 0.26 -0.17 0.16 0.216
H -0.1177 0.0055 -2.3894 0.00 0.08 0.12 0.217
H 1.6396 1.3573 -1.4487 -0.09 0.03 0.13 0.208
H 0.2670 2.1581 -0.6881 0.11 -0.12 0.09 0.207
H 2.4038 0.9042 0.7259 -0.17 -0.10 -0.05 0.212
H 0.8491 1.2791 1.4297 0.09 -0.21 -0.12 0.201
H 0.4265 -0.9954 1.6462 0.07 -0.05 -0.12 0.206
H 1.8723 -1.4618 0.7871 -0.03 0.33 -0.13 0.215
H 0.3834 -2.1019 -1.0206 -0.24 0.12 0.18 0.217
```
Positions in Å, forces in eV/Å.

Output
SMILES string	C[C@H]1[C@H]2CCC[C@@H]12
LUMO level	1.15	eV
energy relative to the best compared isomer or geometry (same formula, charge and spin)	12.92	kcal/mol
Kohn-Sham gap	10.85	eV

=====

Entry 2:
The following is a DFT calculation (wB97M-V/def2-TZVPD) of a 2-piece molecular cluster, C3H3ClO overall.

Geometry as XYZ:
```
8
Properties=species:S:1:pos:R:3:forces:R:3:nbo_charge:R:1
C -0.1087 0.1101 -0.0459 0.54 0.16 -1.55 0.152
C -0.8155 -0.7096 0.5916 0.03 0.07 1.79 -0.047
C 0.5740 0.5285 -1.3017 -0.37 -0.98 -0.46 -0.072
O 0.5025 1.2981 -0.1292 0.21 1.11 1.16 -0.397
Cl -0.3766 -0.5522 3.6697 -0.18 0.03 -1.05 -0.281
H -1.2800 -1.6078 0.8779 -0.28 -0.56 0.01 0.244
H 1.5377 0.0883 -1.5210 0.08 0.02 0.03 0.200
H -0.0332 0.8446 -2.1414 -0.02 0.15 0.07 0.200
```
Positions in Å, forces in eV/Å.

Output
LUMO level (spin up / spin down)	-1.47 / -3.16	eV
energy relative to the best compared isomer or geometry (same formula, charge and spin)	118.28	kcal/mol
Kohn-Sham gap (spin up / spin down)	9.10 / 5.90	eV

=====

Entry 3:
The following is a DFT calculation (wB97M-V/def2-TZVPD) of a 2-piece molecular cluster, C5H5Cl4N overall.

Geometry as XYZ:
```
15
Properties=species:S:1:pos:R:3:forces:R:3:nbo_charge:R:1
C -0.1228 0.7614 5.4017 0.47 -0.23 -0.60 -0.205
Cl 0.0256 0.8387 7.1320 -0.17 0.46 0.48 0.076
Cl -0.1551 2.4395 4.6663 -0.10 -1.46 0.51 0.039
Cl 1.3104 -0.1641 4.8279 -0.26 0.57 -0.25 0.031
Cl -1.5470 -0.2199 4.9911 0.07 0.66 -0.15 0.059
N 0.5581 -1.3808 -2.3923 0.53 1.15 -0.54 -0.514
C 0.5574 -0.2310 -1.6351 -1.79 0.50 -0.20 -0.080
C -0.2906 0.6530 -2.2748 0.52 0.88 -0.63 -0.307
C -0.6186 0.1646 -3.5592 1.02 -1.93 0.23 -0.302
C -0.0534 -1.1171 -3.6334 -0.31 0.23 1.13 -0.080
H 1.0588 -2.1928 -2.0606 -0.17 0.00 -0.70 0.414
H 1.0581 -0.0696 -0.6918 -0.05 -0.56 -0.05 0.216
H -0.6142 1.6611 -2.0614 0.44 -0.04 0.76 0.218
H -1.1055 0.7496 -4.3255 -0.12 -0.40 -0.01 0.225
H -0.0612 -1.8926 -4.3850 -0.09 0.17 0.02 0.211
```
Positions in Å, forces in eV/Å.

Output
SMILES string	ClC(Cl)(Cl)Cl.c1cc[nH]c1
LUMO level	0.02	eV
energy relative to the best compared isomer or geometry (same formula, charge and spin)	12.28	kcal/mol
Kohn-Sham gap	8.20	eV

=====

Computed values of calculated total energy (unit: Ha) for the preceding records, in sequence: -273.8880, -651.3200, -2089.0026.